1.
32
Properties=species:S:1:pos:R:3:forces:R:3 method="wB97M-V/def2-TZVPD" gap_ev=8.954 e_tot_ev=-18871.8150 e_above_lowest_ev=0.819 molar_mass_g_mol=216.28
C 1.459692 2.661843 2.251743 0.1 0.4 -0.6
C 2.363175 1.822127 1.370518 -0.2 -0.4 0.1
C 2.098621 0.471439 1.305269 -0.4 -0.8 0.0
C 2.644678 -0.339395 0.306034 -0.5 1.1 1.2
C 3.444469 0.268725 -0.632875 0.9 -0.3 -1.2
O 3.926486 -0.575009 -1.626578 -0.1 0.6 0.2
C 3.821301 1.638944 -0.589914 -0.4 -1.3 0.8
C 3.312194 2.349619 0.479384 -0.7 0.9 1.0
H 0.485351 2.713044 1.728290 0.4 0.2 0.3
H 1.849784 3.678046 2.355849 -0.1 0.0 0.0
H 1.249237 2.263163 3.243695 0.3 -0.2 0.0
H 1.397799 0.012964 2.021852 0.3 0.3 -0.4
H 2.371402 -1.378964 0.348943 0.3 -0.3 -0.6
H 4.358047 -0.027796 -2.288224 0.1 -0.1 -0.1
H 4.529162 2.054493 -1.307386 -0.2 -0.1 0.2
H 3.591190 3.360057 0.778995 0.2 0.1 -0.9
C -3.456508 -2.318122 -2.683492 -1.4 -0.3 0.4
C -3.083417 -1.622702 -1.384878 0.3 -0.6 -1.2
C -1.907793 -0.883441 -1.471691 0.4 -0.1 0.4
C -1.261563 -0.453269 -0.323534 -1.3 0.2 -0.1
C -1.938527 -0.718136 0.890856 0.9 1.1 -0.1
O -1.249678 -0.242654 1.994306 -0.5 -0.3 0.0
C -3.231318 -1.240630 0.969415 1.3 -0.1 -0.6
C -3.787108 -1.751953 -0.199848 0.5 0.8 -0.5
H -4.472613 -2.739997 -2.657180 0.2 -0.1 0.3
H -2.783758 -3.147431 -2.953970 -0.1 0.5 0.2
H -3.535298 -1.598465 -3.480720 0.4 0.3 -0.5
H -1.541310 -0.692808 -2.482654 0.3 0.0 0.4
H -0.398355 0.218669 -0.372840 -0.2 -0.6 0.3
H -1.751677 -0.452527 2.787729 0.0 0.0 0.1
H -3.700347 -1.266214 1.927568 -0.5 -0.1 0.4
H -4.803317 -2.063615 -0.304648 -0.4 -0.6 0.5

---

2.
53
Properties=species:S:1:pos:R:3:forces:R:3 method="wB97M-V/def2-TZVPD" gap_ev=2.494 e_tot_ev=-23637.7356 molar_mass_g_mol=283.46
C 0.093964 -3.387158 0.087136 0.1 -0.4 -0.3
C -0.141547 -3.975368 -1.309794 0.3 1.0 -0.1
C -0.151875 -2.779120 -2.283593 -0.3 0.2 -0.1
C -1.579933 -2.266786 -2.625865 -0.2 -0.6 0.1
N -1.555902 -1.544185 -3.854849 -0.5 1.0 -0.6
N -1.062657 -0.341515 -3.621046 1.0 -1.1 1.2
C 0.062588 0.011177 -4.140343 -0.2 0.5 -0.5
C 0.645712 -0.659811 -5.349522 0.0 -0.4 0.3
C 0.828483 1.129736 -3.495547 -0.5 0.1 -0.3
H 0.894760 -2.656698 -0.021454 0.0 0.1 0.4
H -0.821647 -2.885588 0.401858 0.1 0.1 0.3
H 0.399466 -4.132565 0.820781 -0.2 0.0 0.1
H 0.673374 -4.635733 -1.602233 -0.1 -0.2 0.1
H -1.095109 -4.501581 -1.351380 0.1 -0.2 -0.1
H 0.349153 -1.931968 -1.812425 0.2 0.0 -0.1
H 0.376206 -2.972463 -3.217574 -0.1 -0.2 0.0
H -2.243170 -3.128288 -2.732475 0.0 0.0 -0.2
H -1.945139 -1.654219 -1.791326 0.0 0.1 0.0
H 1.270814 0.051721 -5.885834 0.1 0.0 0.0
H -0.147801 -1.030943 -5.995656 -0.1 0.0 0.0
H 1.250120 -1.527322 -5.072908 0.1 0.1 0.0
H 0.750103 1.024992 -2.415780 0.1 0.1 0.0
H 1.871468 1.072456 -3.797507 0.0 0.1 0.0
H 0.419950 2.100826 -3.787337 0.1 0.1 0.0
C -1.102704 3.114468 1.449050 0.2 0.1 0.1
C -0.718848 1.636625 1.179595 -0.5 1.1 -0.1
C -1.581477 0.670357 2.015208 0.1 -0.4 0.2
C -1.161151 0.515352 3.473154 0.0 0.1 -0.1
C 0.329148 0.206736 3.563578 -0.3 -0.3 -0.1
C 1.187750 1.254067 2.849601 0.4 0.9 0.8
N 0.743495 1.417087 1.427550 -0.7 -1.7 0.1
O 1.175638 0.422825 0.719189 0.3 0.2 -0.4
C 1.118292 2.574019 3.634572 -0.1 0.1 -0.1
C 2.652734 0.834770 2.872447 0.1 -0.3 -0.2
C -1.042811 1.387130 -0.287462 0.1 -0.3 -0.2
H -0.352351 3.656318 2.013659 0.0 0.0 0.0
H -1.206709 3.656808 0.509292 0.0 -0.1 0.0
H -2.049279 3.193943 1.985112 0.0 0.0 0.0
H -1.543018 -0.318449 1.546134 0.1 0.0 0.0
H -2.621236 0.998401 1.955257 0.0 0.0 -0.1
H -1.410730 1.412629 4.046086 0.0 0.0 0.0
H -1.728640 -0.300571 3.925350 0.0 0.0 0.0
H 0.643510 0.147145 4.608293 0.1 0.1 0.0
H 0.518912 -0.776698 3.121776 0.0 0.1 -0.1
H 1.664860 3.362772 3.115553 0.0 0.0 0.0
H 1.582791 2.429082 4.610270 0.0 -0.1 0.0
H 0.105199 2.921369 3.820179 0.0 0.0 0.0
H 2.799209 -0.152373 2.440912 0.0 0.0 -0.1
H 2.998163 0.807350 3.906402 0.0 0.0 0.0
H 3.268974 1.546931 2.322094 0.0 0.0 0.0
H -0.392007 1.974557 -0.934560 0.0 0.1 0.0
H -2.075437 1.689544 -0.470250 0.0 0.0 0.0
H -0.943653 0.338210 -0.563369 0.1 0.1 0.0

---

3.
58
Properties=species:S:1:pos:R:3:forces:R:3 method="wB97M-V/def2-TZVPD" gap_ev=9.118 e_tot_ev=-36409.9199 e_above_lowest_ev=2.471 molar_mass_g_mol=338.35
C 3.256392 1.505702 -1.431857 1.2 1.7 -1.2
C 2.053709 0.759709 -1.955025 1.3 0.3 -2.3
C 0.859916 0.852081 -1.079218 -1.5 2.9 1.2
N -2.052992 0.291659 -0.683130 0.7 1.1 0.2
C -0.976422 -0.498545 -0.479849 -1.3 -0.6 1.3
N 0.300380 -0.331995 -0.523898 -0.1 -0.9 -0.5
H 3.106801 2.618837 -1.413826 -0.5 -0.9 0.4
H 3.586007 1.225531 -0.442336 0.2 0.0 -0.1
H 4.052070 1.482571 -2.215354 -0.1 -0.6 0.8
H 1.915475 1.281498 -2.963069 -0.5 -0.9 1.1
H 2.340913 -0.268993 -2.238942 -0.3 0.2 0.3
H 0.121860 1.492300 -1.608894 -0.3 -0.6 0.1
H 1.079347 1.575610 -0.246262 0.1 -0.6 -0.6
H -2.924267 -0.186592 -0.831500 0.1 0.0 0.1
H -2.102435 1.314346 -0.735297 0.4 -0.6 -0.2
H -1.377482 -1.456122 -0.100011 0.9 0.4 -0.5
H -3.607263 -1.129206 -3.322227 0.5 -0.5 -0.3
H -2.015488 -0.934629 -3.141844 -0.4 -0.8 -0.1
O -2.891104 -0.548074 -3.062222 -0.4 1.0 0.0
H 1.937796 1.698082 1.633451 0.6 0.6 0.1
H 2.905357 2.818404 2.041324 0.0 0.0 0.0
O 2.579978 2.350575 1.266041 -0.2 -0.2 0.4
H -0.207174 4.204125 2.162323 0.1 -0.3 0.2
H -0.977298 3.893854 0.913766 0.1 -0.4 -0.2
O -0.550117 3.452889 1.663482 0.2 1.3 -0.7
H 4.229676 -0.482946 0.237529 0.0 -0.2 0.0
H 2.824672 -0.805308 -0.207790 0.0 -0.2 0.0
O 3.641338 -1.230719 0.082530 -0.1 0.1 0.1
H -2.031657 0.677618 2.779034 -0.1 0.2 -0.5
H -1.817984 2.001736 1.915703 -0.4 0.0 -0.2
O -1.622147 1.563780 2.739411 0.0 -0.8 0.9
H -0.723123 2.218963 -2.983636 0.3 0.1 -0.5
H -0.503553 3.692689 -3.464974 0.1 -0.2 0.1
O -1.157315 2.988729 -3.384148 0.1 -0.3 -0.6
H 1.389625 -4.322795 -0.897645 -0.2 -0.4 -0.6
H 0.666300 -4.436185 0.349266 -0.7 -0.3 -0.8
O 0.582215 -4.763478 -0.586611 1.0 0.0 1.1
H 0.894827 -2.137103 4.456698 0.2 0.5 0.0
H 0.587941 -0.949972 3.379951 0.2 -0.2 0.4
O 0.460717 -1.891527 3.638273 -0.4 -0.3 -0.2
H -2.063532 -1.448164 3.527787 0.2 -0.6 -0.3
H -2.557625 -1.812028 2.051342 0.2 -0.6 0.3
O -2.454850 -1.121724 2.713987 -0.3 1.1 0.2
H -1.561023 -3.194020 0.549899 0.1 0.0 0.5
H -2.631941 -4.244354 0.675327 -0.3 0.1 0.2
O -2.414881 -3.358351 0.986642 0.1 -0.3 -0.6
H 0.100140 -2.119200 -1.921944 0.3 -0.5 0.9
H -0.523739 -3.593704 -1.455614 1.1 0.8 -0.1
O -0.513164 -2.839031 -2.080067 -1.3 -0.2 -1.3
H -2.608219 4.027104 -1.067968 -0.1 -0.3 0.1
H -1.948512 3.040499 -2.094344 -0.6 0.6 2.0
O -2.205390 3.148410 -1.091969 0.1 0.3 -1.2
H 1.055104 0.012134 1.561716 -0.5 0.0 0.0
H 0.113449 1.132412 2.181427 -0.2 -0.7 0.5
O 0.829941 0.479786 2.381985 0.5 0.3 -0.3
H 0.762684 -2.086827 0.682098 -0.2 -0.1 -0.1
H 0.487338 -2.773184 2.046794 -0.2 0.3 0.2
O 0.298741 -2.836840 1.093687 0.4 0.1 0.2

---

4.
73
Properties=species:S:1:pos:R:3:forces:R:3 method="wB97M-V/def2-TZVPD" gap_ev=9.372 e_tot_ev=-81076.8124 molar_mass_g_mol=608.06
C 1.729676 -1.221607 -0.437408 -0.2 0.3 0.5
C 1.740757 -0.068813 0.569870 0.3 0.1 -0.4
C 2.152903 1.252475 -0.092210 -0.5 -0.1 0.0
O 1.215277 2.256223 0.273685 0.1 0.1 0.2
C 1.395285 3.460400 -0.441026 0.4 -0.3 0.1
N 0.808404 4.588855 0.214843 -0.3 0.0 -0.6
C -0.603976 4.607531 0.594739 0.0 -0.2 0.4
C -1.082671 3.662844 1.732872 0.3 -0.2 -0.2
C -0.284500 3.443491 3.012414 -0.2 0.3 0.2
C 1.101346 3.333346 3.080282 0.0 0.1 -0.4
C 1.762788 3.107852 4.270887 0.2 0.0 0.4
C 1.048798 2.980366 5.445989 -0.1 0.0 0.0
C -0.333641 3.071922 5.395069 0.3 -0.1 0.4
C -1.007725 3.295944 4.209378 -0.3 -0.1 -0.1
C -2.516597 3.351868 4.267545 0.2 0.2 -0.2
C -0.933552 6.132155 0.810959 0.1 -0.2 -0.6
O -2.215371 6.558795 0.478885 0.1 0.1 0.5
C -3.317182 6.289707 1.351952 -0.4 -0.2 -0.1
S -0.331753 6.775280 2.385295 0.3 -0.4 0.2
O 1.092373 6.719922 2.362558 -0.1 0.1 0.0
O -1.057421 6.306061 3.512639 -0.2 0.3 -0.1
F -0.743724 8.272870 2.171109 0.0 0.1 0.0
P -1.763097 4.269282 -0.899483 -0.3 0.4 0.0
O -0.895746 5.100845 -1.985579 0.0 -0.1 -0.1
Cl -1.426374 2.266688 -1.358515 0.1 -0.1 0.0
H 1.051052 -0.979584 -1.256649 0.1 -0.1 -0.1
H 2.737280 -1.393000 -0.818443 -0.1 -0.1 -0.2
H 1.373180 -2.137472 0.030268 0.1 0.0 0.0
H 0.748973 0.088417 0.993437 0.0 -0.1 0.1
H 2.451770 -0.295922 1.365634 -0.2 0.0 0.2
H 2.127103 1.143074 -1.184975 0.2 0.0 0.0
H 3.156997 1.559269 0.224846 0.0 0.0 -0.2
H 2.469362 3.659109 -0.552701 0.0 0.1 0.1
H 1.003269 3.324603 -1.455592 -0.1 0.0 0.1
H 1.413971 5.023050 0.895300 -0.1 0.0 0.1
H -2.074259 4.008864 2.016921 0.0 0.0 -0.1
H -1.230638 2.677020 1.281069 0.0 0.0 0.0
H 1.700660 3.387181 2.189582 -0.1 0.0 -0.1
H 2.842596 3.026745 4.287585 0.0 0.0 -0.1
H 1.548102 2.783140 6.386461 0.0 0.1 0.0
H -0.894413 2.961896 6.317008 -0.1 0.0 -0.1
H -2.844281 4.395835 4.260301 -0.1 0.0 0.0
H -2.970395 2.844201 3.417117 -0.1 -0.1 0.1
H -2.877069 2.888201 5.184175 0.0 0.0 0.0
H -0.281047 6.636991 0.094345 0.0 0.1 0.1
H -3.020757 5.876837 2.311562 0.1 0.1 0.0
H -3.992268 5.585336 0.859392 0.1 0.0 0.0
H -3.857629 7.222425 1.510494 0.1 0.0 0.0
H 0.042678 5.163908 -1.734695 0.0 0.0 0.0
F 1.419197 -3.647299 -1.988607 0.0 -0.1 -0.1
C 1.214533 -3.877279 -3.302837 0.0 0.0 -0.1
C 1.802165 -3.031414 -4.222184 0.1 0.1 0.0
C 1.592627 -3.272993 -5.572282 0.0 0.0 0.0
C 0.802947 -4.339939 -5.978960 0.0 0.0 0.0
C 0.221241 -5.171648 -5.031642 0.0 0.0 0.0
C 0.427687 -4.946416 -3.678844 0.0 0.1 0.0
H 2.409350 -2.203684 -3.880984 0.0 0.0 0.0
H 2.049047 -2.624666 -6.308318 0.0 0.0 0.0
H 0.641112 -4.522057 -7.032873 0.0 0.0 0.0
H -0.397253 -6.002485 -5.344211 0.0 0.0 0.0
H -0.010195 -5.578923 -2.924703 0.0 0.0 0.0
F 0.406254 -7.804878 -2.943456 0.0 -0.2 0.0
C -0.146876 -8.910432 -2.397207 0.0 -0.1 0.0
C -1.394512 -8.811619 -1.816143 -0.1 0.1 0.0
C -1.957803 -9.951111 -1.260118 0.0 0.0 0.0
C -1.271197 -11.157096 -1.287066 0.0 0.0 0.0
C -0.016057 -11.226408 -1.875844 -0.1 0.0 0.0
C 0.556522 -10.096343 -2.441442 0.1 0.0 0.0
H -1.909188 -7.860262 -1.801363 0.0 0.0 0.0
H -2.937163 -9.894663 -0.804428 0.0 0.0 0.0
H -1.714043 -12.041524 -0.849624 0.0 0.0 0.0
H 0.522684 -12.164167 -1.895425 0.0 0.0 0.0
H 1.530406 -10.127123 -2.910633 0.0 0.0 0.0

---

5.
7
Properties=species:S:1:pos:R:3:forces:R:3 method="wB97M-V/def2-TZVPD" gap_ev="10.026 / 10.348" e_tot_ev=-18508.3282 e_above_lowest_ev=0.304 multiplicity=3 molar_mass_g_mol=102.00 s2=2.01
C -0.478718 0.693790 -0.748325 1.5 0.5 0.7
F -3.221915 -0.626157 -1.326120 0.7 0.0 0.9
F -4.298409 -0.294952 0.668906 -0.5 -0.1 0.7
F -2.589047 1.261500 0.110719 -1.1 -2.1 0.6
P -2.813874 -0.412366 0.219437 0.0 2.7 -1.9
H -0.712410 1.332945 -1.525834 -1.0 0.0 -2.6
H -0.119873 1.341380 0.019051 0.5 -0.9 1.6

---

| no. | maximum force (eV/Å) |
| --- | --- |
| 1 | 1.66 |
| 2 | 1.96 |
| 3 | 3.43 |
| 4 | 0.69 |
| 5 | 3.30 |